[1]
Formula: C38H59ClGeNP2SSi3Sn
Source: the OMol25 dataset
Level of theory: ωB97M-V/def2-TZVPD

Properties
E_HOMO (spin up / spin down)   -0.4430 / -0.4656 hartree
LUMO energy (spin up / spin down)   -5.77 / -5.86 eV
Energy above the lowest of the compared OMol25 structures with the same formula, charge and spin   133.4 kJ/mol

```
! RIJCOSX wB97M-V def2-TZVPD def2/J DEFGRID3
* xyz 2 2
H -14.54705 17.15728 2.37730
H -6.63651 13.74397 5.03734
C -13.37123 20.09671 2.35653
C -10.10251 18.95555 -0.32157
C -4.88679 20.94817 1.37335
Si -7.50633 18.85227 7.21049
C -8.84251 14.42848 7.48270
H -11.44281 21.13163 0.48848
H -8.38086 17.38047 8.99953
H -4.91384 17.43605 3.84793
H -9.49600 20.35651 4.23380
H -10.68484 22.38433 5.16139
C -5.74268 20.49647 2.41999
C -11.62838 17.71028 1.06125
C -6.96915 14.74952 4.97039
H -10.80183 14.60660 5.61897
C -4.01324 20.95077 4.03731
H -3.34014 22.51544 -2.38279
H -8.70541 25.06992 -0.80564
H -4.75476 22.79135 -1.32766
H -10.19557 18.45011 -2.36521
C -5.51243 17.20644 2.95866
H -12.67471 19.65961 3.08278
H -6.98035 17.85854 0.09273
H -12.28215 23.43864 0.98132
H -12.51771 15.94220 0.20788
H -7.05763 14.83410 3.85141
C -3.19298 21.44324 3.04106
C -10.50257 18.14562 -1.36077
C -8.55788 23.80505 2.92544
Cl -8.89866 16.39398 2.08923
H -7.18117 22.76636 1.58541
H -8.44007 21.13030 7.23952
C -11.38703 17.07244 -1.27665
C -8.90442 22.99738 -0.76871
C -9.92452 22.45844 4.34932
H -12.86158 20.98955 1.93033
H -5.80626 18.18854 -2.08409
N -7.54045 19.94086 0.34089
P -7.44036 20.01549 2.00704
Si -13.72298 18.91746 0.99943
H -9.86764 14.39143 7.74756
H -11.81076 17.29578 2.02887
H -11.63728 16.55642 -2.16728
P -8.87580 20.23180 -0.79240
H -15.82754 18.11055 1.61371
C -10.71798 18.75832 0.91032
C -6.06775 20.27719 -2.21058
C -8.00361 18.39215 8.92820
C -10.84499 22.03790 0.24346
H -5.03535 17.64300 2.07019
C -8.39750 21.40997 2.75417
C -13.90884 19.59992 -0.68895
H -10.05208 24.57388 4.29372
H -2.15658 21.65960 3.22423
Si -8.56947 15.01967 5.78752
C -14.83376 17.66660 1.46832
C -11.89290 16.82377 -0.01642
H -8.66703 19.12470 9.37238
C -7.95075 22.67422 2.34683
H -8.39011 14.98079 8.31957
H -5.97801 20.03976 4.42953
H -7.46669 18.66865 -2.15682
H -7.96855 22.91126 -1.29673
C -7.49089 20.68278 6.94859
H -10.39958 19.47268 1.69503
C -10.02601 14.35284 4.88104
H -10.04718 13.25411 4.63766
C -9.37991 24.26253 -0.50579
C -6.49867 18.91973 -1.72577
H -6.05642 15.29155 5.27767
H -4.95691 22.46330 -3.03371
H -5.44417 17.45624 6.61455
H -15.02301 16.83873 0.75546
C -5.65736 18.46880 6.85017
H -8.19890 24.81292 2.68857
C -3.63693 21.46517 1.71662
H -14.33967 20.33300 2.78476
C -6.62042 18.86820 -0.19474
H -2.98292 21.73441 0.87787
H -7.08449 18.42450 9.50674
C -4.35900 22.24079 -2.19348
Ge -8.73597 17.43065 5.60484
C -9.58425 23.69065 3.87136
C -10.59121 24.43816 0.14858
H -6.76973 21.00655 7.64321
S -4.24155 20.49145 -1.89228
H -7.22874 21.04198 5.95788
C -9.37155 21.29899 3.73691
C -9.58406 21.87940 -0.28988
H -5.70534 16.13016 2.93730
C -11.30434 23.31168 0.59209
H -5.06145 18.88016 7.71185
Sn -7.54617 17.81984 3.35366
H -5.66543 19.08069 0.25780
H -5.38626 19.10443 5.93349
H -13.01179 20.13846 -1.07903
H -14.01457 18.81939 -1.41477
H -6.58736 21.05557 -1.71175
H -5.09590 20.85446 0.31110
H -14.79055 20.22047 -0.70694
H -6.13467 20.49128 -3.27211
C -5.30761 20.52874 3.73806
H -8.51176 13.34776 7.53842
H -10.20625 15.03857 4.00491
H -11.01044 25.40918 0.35684
H -3.68380 20.93094 5.07196
*
```

---

[2]
Formula: H24O12
Source: the OMol25 dataset
Level of theory: ωB97M-V/def2-TZVPD

Properties
E_HOMO   -0.3829 hartree
SMILES   O.O.O.O.O.O.O.O.O.O.O.O
LUMO energy   -0.62 eV
Energy above the lowest of the compared OMol25 structures with the same formula, charge and spin   436.9 kJ/mol

```
! RIJCOSX wB97M-V def2-TZVPD def2/J DEFGRID3
* xyz 0 1
H -2.23358 -1.13079 -0.94829
H 3.29561 3.74742 1.81368
H -3.19018 -0.30062 3.12168
H 3.51294 -3.27976 3.60793
H -3.81931 0.71752 -1.78800
H 0.38709 2.38863 -3.06573
H 2.18532 0.38439 -2.10776
O -1.56940 -0.59331 -0.50224
H -0.16859 -1.25286 0.12494
O -3.95464 -0.21770 -1.97787
H 1.78370 3.89982 1.84467
H -4.88887 2.29437 1.07023
H 0.62076 3.70442 -3.78972
H -3.15589 -0.47918 -2.44969
H 1.94723 -4.23513 0.33194
H 1.92726 0.82329 -0.30832
H 2.96263 1.22073 0.73095
H 3.35661 1.31440 -1.83719
H 3.95941 -1.91509 3.10955
O 2.75153 1.31206 -0.20504
O -0.65312 -3.54671 -3.30567
H 0.48026 0.01373 0.65857
O 0.48017 3.33533 -2.91051
H -3.63255 1.60876 0.55871
H -3.26696 0.43899 4.44724
O 1.61611 -3.37978 0.62814
O -4.40800 1.46007 1.11148
O 2.60026 4.40613 1.92134
H 0.72699 -3.57039 0.94771
O 3.13457 0.47218 -2.24993
H -0.44316 -2.62568 -3.49701
O -3.82064 0.05975 3.75543
H -0.13107 -3.74809 -2.52088
H -2.06544 0.16209 -0.16713
O 3.23915 -2.55166 3.03881
O 0.43381 -0.93733 0.80797
*
```

---

[3]
Formula: C9H11Cl13CuF6O6S2
Source: the OMol25 dataset
Level of theory: ωB97M-V/def2-TZVPD

Properties
E_HOMO (spin up / spin down)   -0.4018 / -0.3990 hartree
LUMO energy (spin up / spin down)   -0.84 / -4.27 eV

```
! RIJCOSX wB97M-V def2-TZVPD def2/J DEFGRID3
* xyz 0 2
H 21.12707 5.61118 20.59426
Cl 18.49010 1.23720 24.09121
C 23.70612 -0.05792 23.18485
C 19.25063 -0.41631 24.20235
Cl 22.33186 -0.88295 22.43012
H 20.33439 -0.38938 24.31572
Cl 23.20266 0.90382 19.44214
F 15.23598 6.31290 26.49464
F 13.84012 4.72970 26.94851
C 21.71813 6.39481 20.12025
H 19.16312 -2.29774 23.13816
H 23.39564 1.00123 17.16016
Cl 17.11575 0.06249 16.59607
C 23.36908 0.14149 17.82967
C 14.67388 5.16673 25.99478
H 19.32196 0.24668 17.35149
F 21.42170 3.16579 21.17838
C 18.85183 -1.26030 23.01604
O 16.50798 3.44609 27.05935
H 25.57274 -0.11970 17.71636
Cu 16.79074 3.07341 23.09552
O 18.74377 3.82672 22.61093
O 17.64575 2.61035 21.10738
H 18.87860 -0.82421 25.14219
F 20.50626 1.38871 21.90999
Cl 18.04594 0.33663 19.29226
S 18.82327 3.46541 21.18296
Cl 23.32061 5.72646 19.66304
O 15.57310 2.77205 24.85387
Cl 21.92456 7.60078 21.37016
Cl 23.31865 1.64684 23.60832
H 19.15826 -0.89831 22.03463
Cl 18.65542 2.54642 17.42040
O 18.85109 4.61209 20.25105
Cl 24.18416 -0.90389 24.68263
C 20.44442 2.35525 20.98067
Cl 20.83170 7.01066 18.70730
C 18.40914 0.80408 17.56165
H 24.48995 -0.17455 22.43645
H 22.46855 -0.36501 17.48238
H 24.66974 -0.99562 16.48366
S 16.04413 3.83535 25.72856
F 20.46416 1.95549 19.73981
O 17.08712 4.36221 24.89443
F 13.93702 5.39223 24.88939
Cl 24.70087 -2.09084 18.52982
Cl 17.05398 -1.34350 22.93648
C 24.63173 -0.62947 17.50961
*
```

---

[4]
Formula: C19H30F6GdN4O3PS2
Source: the OMol25 dataset
Level of theory: ωB97M-V/def2-TZVPD

Properties
E_HOMO (spin up / spin down)   -0.2404 / -0.2404 hartree
LUMO energy (spin up / spin down)   -0.69 / -0.69 eV
Energy above the lowest of the compared OMol25 structures with the same formula, charge and spin   22.0 kJ/mol

```
! RIJCOSX wB97M-V def2-TZVPD def2/J DEFGRID3
* xyz 0 8
H 1.71305 3.70438 -1.46792
F -0.60231 4.36656 1.48480
C 2.73448 1.68844 3.09611
H -3.38520 -0.21841 0.57652
C -3.04770 -0.02834 -0.44685
H -0.78072 -2.87754 3.30470
H 6.60497 -0.40743 1.28944
C 4.48488 0.23732 -0.23640
H -2.95465 1.05309 -0.55485
H -5.17737 -2.19176 -1.87674
F -0.49082 3.92659 -2.71488
H -0.08104 -2.40869 1.74707
H 0.98485 4.94407 -0.41413
C -0.56710 -2.03061 2.65237
C 1.77878 0.61052 3.53079
H -3.40878 -3.70399 -1.68414
S 3.45629 1.38528 -0.94993
H -4.55241 -0.43923 -3.42130
H -1.17142 -3.19755 -1.06988
C -0.73597 3.17620 0.89573
S 3.89722 -1.06805 0.64597
C 1.47438 -2.79792 -1.24711
O 5.78123 0.45986 -0.41058
H 7.70334 -0.03785 -0.06934
H 2.36352 2.68140 3.36038
P -1.32006 -0.77776 -0.67844
H 6.59241 -1.43963 -0.14930
H 1.83433 3.54781 0.28494
H -0.44925 -0.98143 -2.96149
O 0.04446 1.74188 -0.80382
C -2.76256 -2.30840 -3.10336
H 2.45244 -2.51305 -1.64748
H -1.86932 -2.86872 -3.37956
N -2.53529 -0.91657 -3.19383
N -4.08162 -0.50022 -1.38642
H -1.18593 0.59384 -2.66108
F -2.03938 2.84966 0.92913
H -4.54796 -2.12856 -0.20396
H 1.82904 0.66376 5.72307
H 0.02565 -1.35375 5.50273
H -2.28060 -2.83382 0.25667
H 0.93608 -3.32160 -2.05377
H -1.52581 -1.57800 2.36446
C -1.30926 -0.47921 -2.51647
H -3.60408 -2.60130 -3.73478
C 0.50079 -0.81957 4.69329
C 0.32135 -1.03868 3.34854
O 0.75697 -1.68014 -0.80105
C -1.97743 -2.53969 -0.75037
F -2.16442 2.93621 -1.77176
N 1.10213 -0.16869 2.62360
C -3.71932 -0.17911 -2.76245
C -1.08454 3.71652 -1.52818
C 1.19242 3.88144 -0.53000
C 6.72409 -0.41844 0.20622
H -3.52280 0.88834 -2.83434
F -1.54104 4.90652 -1.08804
C 1.43783 0.23960 4.81021
F -0.10176 2.26903 1.69874
C -4.34304 -1.88009 -1.24516
H 3.70566 1.55559 3.57354
H 1.64424 -3.51366 -0.43381
N -3.13430 -2.72255 -1.67618
C -0.10416 3.05862 -0.52527
H 2.89729 1.67196 2.01269
Gd 1.18522 0.21551 0.37274
*
```

---

[5]
Formula: C30H69O22S7
Source: the OMol25 dataset
Level of theory: ωB97M-V/def2-TZVPD

Properties
E_HOMO   -0.1231 hartree
LUMO energy   1.81 eV

```
! RIJCOSX wB97M-V def2-TZVPD def2/J DEFGRID3
* xyz -1 1
H 0.40671 -2.36810 3.04617
H -8.18808 -0.38943 -2.60406
O 0.38844 3.25063 -2.53680
H 1.98183 -1.47317 -2.49753
H -1.26237 -5.17327 -1.21743
O 1.46194 0.66865 -3.92520
H 2.33037 -0.61608 2.10722
H -0.71180 0.26886 2.24247
H 6.66683 -1.76847 0.94090
C -3.16886 -2.62351 -1.42405
C 5.89390 2.30504 -3.14870
H -1.82354 1.18155 4.22810
O 3.78167 1.30144 -3.51781
O 4.39585 -0.56270 2.25656
H 2.25729 6.66175 -0.68641
H 6.97116 2.24978 -3.26860
H -8.04469 -2.16411 -2.28405
H 6.37632 -0.95345 -0.63355
H 4.56357 6.15787 -0.05890
C 1.16217 2.09212 4.35463
H 1.05507 -1.12853 5.15637
H 5.44861 0.68890 -4.51666
H -3.51211 -3.60632 -1.10761
H -7.28007 -1.06056 -1.22564
O -0.55251 -1.62768 -4.43957
H 5.14631 -2.02254 0.10427
O 0.11482 4.16330 -0.27203
H -3.94906 4.19338 -0.53495
C 2.17427 2.57780 3.36444
S -3.86362 -2.24302 -3.00250
H -0.90942 -3.37927 -6.55583
H 2.85607 -0.16146 -1.59879
H -0.24612 -4.84700 -5.75598
H -0.08745 -6.46029 -1.31644
H -5.55880 1.33385 0.95084
H -1.97499 -2.76302 2.53524
O 1.96239 4.92760 -1.77260
H -3.74442 -1.99048 4.10128
H 2.78190 3.40438 3.72832
S 5.33186 0.15804 1.16788
H 5.40865 0.24167 -2.76570
S 2.76062 0.11976 -3.91595
H -5.76133 -0.26136 -3.08345
H 4.50353 4.61765 -0.81025
H 2.85872 3.08821 -0.03036
C 2.61450 5.62372 -0.71912
S 0.97200 3.71786 -1.33926
H 1.07684 -5.10449 -3.14360
C 5.93020 -1.29571 0.29733
H 0.58090 1.26371 3.93451
H -0.53082 -5.70650 -3.64019
C -0.35135 -2.06697 3.76268
H -4.26960 2.98973 0.74979
H -2.74544 2.92700 -0.12614
H 3.79012 -1.48301 -2.45583
C -2.30514 -1.28206 5.52054
H 2.22622 -3.05275 1.58654
O 0.30049 3.20080 4.65324
H 2.75937 2.36004 -1.62491
H 2.84132 1.75230 3.11326
H 1.61523 1.70554 5.27328
O -1.40678 4.23340 5.99141
O -5.40565 -2.23122 -2.54808
S -0.92918 2.94170 5.62489
H 0.43870 1.26411 1.43178
H -2.08005 2.82596 3.58265
C -4.14809 0.00619 1.84392
O -4.25206 0.60538 -0.51114
O -0.65093 0.53319 -1.10168
H -6.41729 -1.41984 -4.18407
C -0.81795 -3.93137 -5.62748
O -0.54633 2.01784 6.65037
C -6.29081 -1.22324 -3.11290
C -5.01381 0.43217 0.67282
H -3.32826 0.70689 2.01052
C -2.69428 -1.88240 4.32609
H -3.02190 -0.91930 6.25058
C 5.18627 1.01673 -3.50696
H -5.74345 -0.35870 0.48716
H 5.50157 3.12813 -3.75651
H 2.35034 5.23270 0.26598
C -2.08302 2.20664 4.47601
H -3.45901 -1.85772 -0.71409
C 3.21099 -1.14518 1.72350
H 3.91845 -3.21973 1.85195
H 5.59444 2.61661 -2.14140
C -3.80548 3.16722 -0.22154
H 3.12074 -0.97387 0.64750
H -4.77033 -0.08687 2.73510
S 0.05265 -2.90477 -4.43827
O -3.70784 -3.38118 -3.86944
C 0.03690 -1.39836 4.92053
H -2.08979 -2.62881 -1.57088
O -3.48677 -0.94361 -3.43092
C 2.19563 2.57094 -0.71777
H 2.88476 -2.65289 3.19698
H -1.80003 -4.13067 -5.20428
O 1.46533 -3.03588 -4.63255
H 4.52775 6.05678 -1.82869
O 3.30879 -0.67275 -4.97738
C -0.22539 -5.39261 -1.48962
C -0.75635 -0.06730 0.07333
O 4.49982 0.95644 0.32967
C 0.15051 -1.31060 0.26479
C -0.99235 -0.97247 5.75974
H 0.40006 -4.75685 -0.86848
C -0.00067 -5.04916 -2.95446
H -1.33262 1.64056 1.26896
H -1.80569 -0.44117 0.27847
C 3.05945 -2.59646 2.12290
C 4.11407 5.64047 -0.91595
O -5.93116 2.14747 -1.41939
C 2.88584 -0.88623 -2.40304
H 1.18127 -0.96736 0.12512
H -0.04196 -2.03395 -0.53310
H -0.66673 -0.43408 6.64159
S -4.50544 1.97492 -1.34918
C -7.53595 -1.19571 -2.27887
H 1.63725 2.89474 2.47337
O -0.38186 -3.67236 -3.09048
C -0.57584 0.85503 1.31192
H 0.01505 -1.80081 1.23929
H 1.70561 1.71558 -0.27295
O -3.67815 1.89059 -2.48924
C -1.68039 -2.28196 3.46160
O 6.42169 0.72560 1.88498
H -3.05592 2.24405 4.96272
H -3.65487 -0.94815 1.65308
*
```

---

[6]
Formula: H4O2
Source: the OMol25 dataset
Level of theory: ωB97M-V/def2-TZVPD

Properties
E_HOMO   -0.4071 hartree
SMILES   O.O
LUMO energy   0.69 eV
Energy above the lowest of the compared OMol25 structures with the same formula, charge and spin   17.4 kJ/mol

```
! RIJCOSX wB97M-V def2-TZVPD def2/J DEFGRID3
* xyz 0 1
O 1.90640 -0.26704 0.03734
H 0.98959 -0.01970 -0.13432
H -1.79692 0.62354 0.28623
O -1.35307 -0.14080 -0.05101
H -2.04861 -0.82435 0.04013
H 2.30262 0.62833 -0.17836
*
```